ORCA calculation (ωB97M-V/def2-TZVPD) on C62H43GeN4O3S2W as an isolated structure in a non-equilibrium geometry.

```
116
Properties=species:S:1:pos:R:3:forces:R:3
W 0.5602 -0.0450 -0.0938 1.564 1.230 2.836
C 7.1303 4.3491 -0.6865 -0.010 0.019 -0.009
C 6.9616 3.1453 -1.3492 0.131 -0.017 -0.083
C 5.8016 2.4101 -1.1784 -0.089 -0.034 -0.030
C 4.7865 2.8744 -0.3472 0.267 0.051 -0.022
C 4.9720 4.0740 0.3306 -0.114 -0.060 -0.028
C 6.1340 4.8060 0.1582 0.068 0.122 0.041
C 3.5192 2.1205 -0.1880 -0.287 -0.697 -0.061
C 2.5010 2.3193 -1.1313 -0.441 -0.747 0.999
C 2.6921 2.8839 -2.4130 -0.647 0.075 -0.522
C 1.5859 2.5635 -3.1636 0.728 0.174 0.151
C 0.6766 1.9051 -2.3043 -1.060 0.036 0.737
C -0.6918 1.6100 -2.5256 0.674 0.376 0.701
C -1.2235 1.3818 -3.8678 -0.346 0.032 -0.426
C -1.0440 2.2358 -4.9551 -0.019 0.017 0.141
C -1.4568 1.8540 -6.2189 -0.017 0.098 -0.060
C -2.0616 0.6244 -6.4209 -0.007 -0.064 0.066
C -2.2828 -0.2144 -5.3399 -0.090 -0.008 -0.145
C -1.8819 0.1666 -4.0762 0.136 0.066 0.227
C -1.5418 1.5311 -1.3914 0.959 0.151 0.400
N -1.0647 1.2724 -0.1082 -1.168 0.387 -0.988
C -2.0606 1.6951 0.7623 1.092 -0.679 0.586
C -1.9911 1.4685 2.1553 0.599 -0.463 -0.477
C -2.9194 2.1425 3.0697 -0.385 0.209 0.253
C -3.6727 1.4423 4.0129 -0.003 0.017 -0.187
C -4.4472 2.1099 4.9408 -0.100 0.049 0.121
C -4.4855 3.4948 4.9488 0.038 0.053 -0.033
C -3.7625 4.2036 4.0023 -0.102 0.111 0.094
C -2.9970 3.5355 3.0660 0.120 -0.131 -0.091
C -1.0474 0.5782 2.6988 0.038 0.380 -1.446
C -0.9854 0.1124 4.0313 0.749 -0.650 0.448
C -0.0168 -0.8636 4.0899 -0.821 0.398 0.203
C 0.5707 -0.9326 2.8122 0.450 0.685 -1.276
N -0.0499 -0.0423 1.9423 -0.107 -0.844 1.477
C 1.8471 -1.4916 2.5552 0.194 0.909 0.080
C 2.7518 -0.7395 1.7878 -1.378 0.415 0.510
C 4.1640 -0.7360 1.8816 0.436 0.544 -0.419
C 4.5990 0.4149 1.2728 -0.045 -0.751 0.680
C 3.4644 1.0563 0.7235 -1.145 0.581 -0.626
N 2.3107 0.3565 1.0455 1.275 -0.645 0.336
C 2.2536 -2.6703 3.3317 0.096 -0.242 0.112
C 1.6499 -3.8882 3.0303 0.129 0.112 -0.072
C 2.0137 -5.0314 3.7141 0.011 -0.167 0.012
C 2.9588 -4.9693 4.7244 -0.036 -0.041 0.019
C 3.5332 -3.7535 5.0552 0.147 -0.065 0.052
C 3.1953 -2.6107 4.3537 -0.078 0.083 -0.027
C -3.1394 2.2266 0.0278 0.129 0.175 -0.826
C -2.8379 2.0766 -1.3089 -0.457 0.171 0.697
N 1.2469 1.7328 -1.0513 0.315 0.636 -1.089
H 8.0290 4.9307 -0.8338 0.056 0.016 0.016
H 7.7375 2.7852 -2.0092 0.034 -0.073 -0.045
H 5.6705 1.4732 -1.7002 -0.043 -0.105 -0.064
H 4.1954 4.4346 0.9886 -0.095 0.049 0.061
H 6.2619 5.7427 0.6788 -0.014 0.092 0.081
H 3.5709 3.4160 -2.7232 0.102 0.097 -0.076
H 1.4299 2.7738 -4.2014 -0.041 0.077 -0.193
H -0.6158 3.2155 -4.8069 0.092 0.070 0.016
H -1.3066 2.5289 -7.0479 -0.003 0.053 -0.101
H -2.3633 0.3188 -7.4106 -0.033 0.002 -0.118
H -2.7535 -1.1759 -5.4795 -0.056 -0.097 -0.003
H -2.0174 -0.5035 -3.2384 0.023 -0.077 -0.019
H -3.6539 0.3655 4.0091 -0.034 -0.153 0.004
H -5.0177 1.5486 5.6677 -0.035 -0.037 0.016
H -5.0668 4.0218 5.6901 -0.084 0.028 0.053
H -3.7805 5.2845 4.0078 -0.016 0.045 -0.029
H -2.4124 4.0920 2.3490 0.066 0.062 -0.098
H -1.5860 0.4700 4.8420 -0.033 0.078 0.163
H 0.2866 -1.4475 4.9389 0.051 -0.052 0.118
H 4.7451 -1.4928 2.3685 0.169 -0.120 0.112
H 5.6027 0.7786 1.1823 0.228 0.047 0.034
H 0.9361 -3.9376 2.2228 -0.227 -0.048 -0.011
H 1.5650 -5.9753 3.4458 -0.077 -0.102 -0.010
H 3.2484 -5.8667 5.2510 -0.001 -0.057 0.068
H 4.2559 -3.7027 5.8557 0.078 0.039 0.070
H 3.6370 -1.6594 4.6084 0.081 0.117 0.054
H -4.0370 2.6268 0.4558 -0.174 0.093 0.079
H -3.4284 2.3775 -2.1498 -0.183 0.044 -0.219
C -2.9474 -4.6186 -3.6287 -0.005 -0.035 -0.131
C -3.7040 -4.3879 -2.4916 -0.130 -0.062 0.043
C -3.2277 -3.5497 -1.5023 0.133 0.115 0.204
C -1.9869 -2.9180 -1.6126 0.461 0.666 0.086
C -1.2320 -3.1913 -2.7438 0.184 0.129 -0.046
C -1.7063 -4.0254 -3.7459 0.072 -0.058 -0.088
Ge -1.4490 -1.6851 -0.0668 -2.710 -2.195 0.194
C -3.3823 -0.9689 0.1326 0.827 0.167 0.037
C -4.1614 -0.7075 -0.9921 0.158 -0.147 0.030
C -5.4874 -0.3292 -0.8856 -0.107 0.053 -0.107
C -6.0762 -0.1889 0.3583 -0.064 0.050 -0.034
C -5.3144 -0.4128 1.4882 -0.059 0.097 0.178
C -3.9865 -0.7840 1.3695 -0.047 -0.137 -0.118
C -1.6021 -3.1974 1.3001 0.479 0.708 -0.204
C -2.0077 -3.0002 2.6148 -0.011 0.053 -0.094
C -2.3267 -4.0623 3.4421 -0.020 -0.011 0.203
C -2.2087 -5.3580 2.9767 0.004 -0.106 0.116
C -1.7113 -5.5804 1.7042 0.065 -0.156 0.059
C -1.4009 -4.5120 0.8834 0.056 0.110 -0.098
H -3.3267 -5.2546 -4.4145 -0.024 -0.101 -0.074
H -4.6682 -4.8657 -2.3843 -0.073 -0.001 0.058
H -3.8152 -3.3747 -0.6121 -0.166 -0.091 0.011
H -0.2521 -2.7555 -2.8784 -0.329 -0.206 -0.132
H -1.0904 -4.2048 -4.6140 0.059 -0.045 -0.137
H -3.7372 -0.8379 -1.9758 0.016 -0.007 -0.149
H -6.0687 -0.1445 -1.7758 -0.068 0.002 -0.166
H -7.1160 0.0872 0.4459 -0.118 0.052 -0.002
H -5.7529 -0.2906 2.4680 -0.061 -0.008 0.124
H -3.4216 -0.9507 2.2671 0.015 -0.014 0.155
H -2.0791 -2.0023 3.0114 -0.058 0.040 0.070
H -2.6742 -3.8746 4.4494 -0.017 0.001 0.072
H -2.4907 -6.1890 3.6053 0.010 -0.108 0.086
H -1.5687 -6.5916 1.3521 0.003 -0.103 -0.074
H -1.0049 -4.7004 -0.1032 -0.054 -0.068 -0.138
O 0.2792 -0.7495 -1.9468 -1.137 -0.063 -2.091
S 1.5778 -1.5243 -1.9119 1.282 -1.707 -0.402
O 2.4691 -0.5104 -1.3463 0.856 0.746 -0.354
O 1.9517 -2.1586 -3.1245 -0.050 0.112 -0.331
S 1.3221 -2.6548 -0.3024 -0.594 0.186 0.245
```
Positions in Å, forces in eV/Å.

Properties
spin multiplicity	2
relative energy (zero: lowest compared OMol25 entry of this formula, charge and spin)	246.1	kJ/mol
E_LUMO (alpha / beta)	-1.70 / -1.69	eV